The following is a quantum chemistry calculation of a structure of composition C31H29FeINO4PS at a distorted geometry, from the OMol25 dataset.

```
! wB97M-V def2-TZVPD RIJCOSX def2/J DEFGRID3
* xyz 1 2
Fe -0.008 2.043 0.394
O -1.243 2.337 1.847
S -0.109 3.343 2.251
O -0.412 4.221 3.315
O 0.041 3.954 0.860
O 1.047 2.401 2.359
I 2.501 3.016 -0.513
C 4.060 1.643 -0.372
C 5.281 2.258 -0.438
C 6.473 1.525 -0.410
C 6.394 0.169 -0.373
C 5.144 -0.492 -0.333
C 5.170 -1.902 -0.419
C 4.012 -2.606 -0.482
C 2.800 -1.913 -0.352
C 2.690 -0.547 -0.171
P 0.913 -0.153 0.288
C 0.073 -1.279 -0.889
C 0.270 -1.092 -2.257
C -0.345 -1.922 -3.177
C -1.153 -2.967 -2.743
C -1.328 -3.180 -1.385
C -0.718 -2.339 -0.461
C 0.663 -0.906 1.942
C -0.362 -0.376 2.723
C -0.659 -0.914 3.967
C 0.076 -1.978 4.463
C 1.127 -2.485 3.714
C 1.425 -1.950 2.469
C 3.907 0.231 -0.266
H 5.334 3.336 -0.525
H 7.424 2.037 -0.448
H 7.288 -0.441 -0.393
H 6.132 -2.396 -0.476
H 4.006 -3.681 -0.603
H 1.909 -2.521 -0.378
H 0.937 -0.315 -2.610
H -0.180 -1.766 -4.235
H -1.626 -3.623 -3.462
H -1.926 -4.015 -1.040
H -0.839 -2.530 0.600
H -0.912 0.492 2.385
H -1.447 -0.471 4.564
H -0.146 -2.390 5.439
H 1.736 -3.291 4.103
H 2.275 -2.346 1.943
C -5.413 0.164 -0.526
N -4.388 0.347 0.536
C -3.437 -0.796 0.573
C -3.648 1.686 0.457
C -2.841 1.868 -0.795
C -3.530 2.304 -1.927
C -2.895 2.564 -3.130
C -1.527 2.390 -3.210
C -0.832 1.961 -2.085
C -1.446 1.702 -0.858
H -5.953 -0.758 -0.327
H -4.907 0.104 -1.485
H -6.092 1.013 -0.514
H -4.876 0.382 1.429
H -2.731 -0.660 -0.241
H -3.985 -1.725 0.436
H -2.914 -0.797 1.524
H -3.036 1.740 1.353
H -4.437 2.435 0.520
H -4.598 2.485 -1.856
H -3.463 2.920 -3.979
H -0.992 2.600 -4.128
H 0.245 1.850 -2.180
*
```

The highest occupied orbital energy (spin up / spin down) is -10.812 / -10.806 eV. The calculation puts the maximum force at 1.12 eV/A. Its LUMO energy (spin up / spin down) is -0.11913 / -0.10228 Eh.

***

The following is a quantum chemistry calculation of a structure of composition C31H29I2N4O4PS4Y at a distorted geometry, from the OMol25 dataset.

```
! wB97M-V def2-TZVPD RIJCOSX def2/J DEFGRID3
* xyz -1 1
Y 0.130 1.253 -0.021
O -2.883 0.900 0.109
C -1.937 0.215 0.511
C -2.256 -1.116 1.131
C -3.493 -1.358 1.719
C -3.762 -2.587 2.286
C -2.808 -3.597 2.239
C -1.581 -3.370 1.644
C -1.288 -2.117 1.112
P 0.289 -1.716 0.294
C 0.178 -2.761 -1.194
C 0.490 -4.116 -1.193
C 0.326 -4.870 -2.341
C -0.154 -4.281 -3.502
C -0.464 -2.931 -3.513
C -0.293 -2.173 -2.366
C 1.550 -2.560 1.301
C 1.429 -2.642 2.687
C 2.466 -3.150 3.452
C 3.632 -3.587 2.846
C 3.762 -3.504 1.466
C 2.734 -2.986 0.697
H -4.221 -0.557 1.724
H -4.713 -2.770 2.767
H -3.021 -4.563 2.679
H -0.845 -4.162 1.611
H 0.873 -4.581 -0.293
H 0.577 -5.922 -2.329
H -0.281 -4.875 -4.397
H -0.828 -2.460 -4.417
H -0.514 -1.111 -2.390
H 0.546 -2.272 3.185
H 2.359 -3.183 4.528
H 4.445 -3.974 3.446
H 4.677 -3.823 0.985
H 2.851 -2.905 -0.376
C -3.644 4.317 2.667
C -2.333 3.639 2.416
N -1.845 2.726 3.156
O -2.661 2.390 4.217
C -1.531 4.004 1.245
C -1.691 5.354 0.600
N -0.713 3.129 0.781
O 0.052 3.415 -0.291
H -3.897 4.263 3.724
H -4.433 3.815 2.105
H -3.619 5.358 2.356
H -2.110 1.776 4.712
H -2.702 5.476 0.208
H -0.982 5.451 -0.217
H -1.527 6.152 1.326
O 7.284 -0.644 1.376
C 6.218 -0.220 1.018
S 5.216 0.886 1.960
C 3.867 0.963 0.835
C 3.938 0.217 -0.292
S 2.748 -0.012 -1.520
S 5.437 -0.677 -0.504
S 2.583 2.086 1.170
C 1.903 3.297 -4.920
C 0.786 2.689 -4.150
C -0.581 2.720 -4.332
C -1.121 1.976 -3.273
N -0.141 1.511 -2.497
N 1.006 1.967 -3.047
C -2.556 1.722 -2.975
H 1.610 3.452 -5.956
H 2.781 2.653 -4.901
H 2.183 4.263 -4.496
H -1.118 3.213 -5.122
H 1.889 1.629 -2.649
H -3.083 1.404 -3.874
H -3.034 2.630 -2.604
H -2.672 0.966 -2.202
I 1.154 0.907 2.940
I -0.635 -0.648 4.922
*
```

The highest occupied orbital energy is -4.640 eV. The calculation puts the maximum force at 1.83 eV/A. Its LUMO energy is 0.06462 Eh.

***

The following is a quantum chemistry calculation of a structure of composition C31H29N3O3PSTl, from the OMol25 dataset.

```
! wB97M-V def2-TZVPD RIJCOSX def2/J DEFGRID3
* xyz 0 1
Tl 0.643 0.128 0.934
N -1.319 -0.526 4.972
C -0.938 -0.112 3.721
S -0.177 -1.368 2.762
N -1.138 1.128 3.437
N -0.718 1.550 2.180
C -1.002 2.788 1.950
C -0.779 3.574 0.768
C -1.088 4.944 0.864
C -0.945 5.797 -0.201
C -0.488 5.270 -1.419
C -0.191 3.937 -1.555
C -0.323 3.034 -0.467
O -0.066 1.782 -0.625
H -1.413 -1.514 5.124
H -1.955 0.084 5.459
H -1.497 3.304 2.774
H -1.447 5.323 1.815
H -1.182 6.847 -0.107
H -0.368 5.927 -2.273
H 0.164 3.531 -2.494
O 3.147 0.747 -0.557
C 2.127 0.133 -0.697
C 1.809 -0.573 -1.994
C 2.846 -0.591 -2.928
C 2.688 -1.219 -4.149
C 1.478 -1.831 -4.454
C 0.445 -1.813 -3.534
C 0.592 -1.195 -2.292
P -0.820 -1.208 -1.118
C -0.994 -2.975 -0.719
C -2.126 -3.379 -0.007
C -2.247 -4.682 0.445
C -1.227 -5.597 0.214
C -0.090 -5.200 -0.470
C 0.027 -3.896 -0.936
C -2.230 -0.810 -2.198
C -3.015 -1.769 -2.833
C -4.062 -1.379 -3.657
C -4.326 -0.031 -3.855
C -3.544 0.929 -3.226
C -2.502 0.545 -2.396
H 3.772 -0.095 -2.671
H 3.500 -1.228 -4.864
H 1.339 -2.321 -5.409
H -0.500 -2.281 -3.784
H -2.917 -2.667 0.199
H -3.134 -4.981 0.988
H -1.318 -6.614 0.573
H 0.711 -5.905 -0.648
H 0.918 -3.603 -1.478
H -2.814 -2.823 -2.685
H -4.669 -2.129 -4.146
H -5.143 0.271 -4.498
H -3.748 1.981 -3.376
H -1.888 1.286 -1.899
C 4.323 0.390 3.841
C 3.521 1.477 4.562
C 2.167 1.359 3.893
O 2.480 1.120 2.511
C 3.704 0.360 2.439
H 4.192 -0.570 4.339
H 5.389 0.608 3.807
H 3.947 2.464 4.378
H 3.467 1.317 5.638
H 1.558 2.259 3.936
H 1.596 0.518 4.298
H 4.325 0.830 1.679
H 3.476 -0.660 2.117
*
```

The highest occupied orbital energy is -7.023 eV. The calculation puts the maximum force at 0.41 eV/A. Its LUMO energy is 0.00489 Eh.

***

The following is a quantum chemistry calculation of a structure of composition C31H30AsN8O2PtS2 at a distorted geometry, from the OMol25 dataset.

```
! wB97M-V def2-TZVPD RIJCOSX def2/J DEFGRID3
* xyz 1 1
Pt 0.675 0.870 -1.071
N 5.334 4.034 3.973
C 4.899 3.415 2.837
C 3.623 3.697 2.321
C 3.163 3.038 1.205
C 3.976 2.097 0.573
C 5.252 1.823 1.060
C 5.708 2.476 2.182
S 3.402 1.258 -0.820
O 2.381 2.132 -1.470
O 4.501 0.825 -1.611
N 2.353 0.086 -0.370
C 2.839 -1.184 -0.036
N 1.972 -2.177 -0.118
C 2.436 -3.390 0.176
C 3.743 -3.600 0.568
C 4.542 -2.470 0.672
N 4.101 -1.250 0.386
H 4.826 4.818 4.339
H 6.294 3.949 4.252
H 3.008 4.450 2.798
H 2.183 3.264 0.804
H 5.875 1.107 0.543
H 6.701 2.270 2.561
H 1.731 -4.210 0.083
H 4.117 -4.585 0.803
H 5.571 -2.539 1.004
C -5.312 3.572 0.058
C -4.033 3.811 -0.647
N -3.766 4.800 -1.435
N -2.478 4.572 -1.828
C -1.940 3.464 -1.316
S -0.351 2.971 -1.697
N -2.934 2.973 -0.534
N -2.817 1.871 0.295
H -6.020 4.343 -0.234
H -5.178 3.608 1.140
H -5.719 2.593 -0.199
H -2.021 5.210 -2.458
H -3.435 1.129 -0.013
H -3.023 2.138 1.249
C -5.150 -0.579 -2.070
C -4.105 -0.094 -2.852
C -2.799 -0.191 -2.400
C -2.529 -0.759 -1.156
C -3.570 -1.247 -0.378
C -4.882 -1.156 -0.838
As -0.672 -1.010 -0.668
C -0.346 -2.515 -1.820
C 0.494 -2.350 -2.913
C 0.665 -3.392 -3.812
C -0.001 -4.595 -3.618
C -0.846 -4.753 -2.530
C -1.033 -3.709 -1.632
C -0.767 -1.413 1.207
C -0.799 -0.319 2.063
C -0.880 -0.518 3.435
C -0.917 -1.805 3.949
C -0.868 -2.897 3.093
C -0.794 -2.705 1.721
H -6.169 -0.518 -2.429
H -4.311 0.349 -3.818
H -1.986 0.169 -3.022
H -3.372 -1.691 0.591
H -5.691 -1.544 -0.233
H 1.031 -1.419 -3.053
H 1.322 -3.264 -4.662
H 0.129 -5.405 -4.323
H -1.372 -5.688 -2.383
H -1.732 -3.831 -0.814
H -0.732 0.686 1.660
H -0.905 0.335 4.101
H -0.973 -1.960 5.018
H -0.878 -3.902 3.494
H -0.740 -3.562 1.064
*
```

The highest occupied orbital energy is -10.299 eV. The calculation puts the maximum force at 1.42 eV/A. Its LUMO energy is -0.10051 Eh.

***

The following is a quantum chemistry calculation of a structure of composition C31H30CdN13O7S2Se, from the OMol25 dataset.

```
! wB97M-V def2-TZVPD RIJCOSX def2/J DEFGRID3
* xyz -1 1
Cd -0.060 0.907 -0.816
N 1.067 3.209 3.096
C 0.527 2.662 1.940
S 1.671 2.103 0.775
N -0.775 2.663 1.905
N -1.344 2.168 0.744
C -2.624 2.239 0.742
C -3.537 1.802 -0.296
C -4.903 1.879 0.024
C -5.898 1.489 -0.845
C -5.517 1.005 -2.104
C -4.194 0.925 -2.460
C -3.138 1.320 -1.585
O -1.927 1.247 -1.992
H 1.982 2.858 3.325
H 0.413 3.260 3.864
H -3.089 2.672 1.632
H -5.170 2.263 1.005
H -6.940 1.560 -0.565
H -6.277 0.689 -2.810
H -3.895 0.549 -3.431
N -1.927 -0.775 0.422
N -1.975 -2.082 -0.072
C -1.231 -2.424 -1.140
N -1.222 -3.733 -1.455
N -0.669 -1.412 -1.799
N -0.076 -1.647 -3.001
O 0.097 -2.783 -3.461
O 0.262 -0.651 -3.611
H -1.151 -0.701 1.085
H -2.828 -0.529 0.807
H -2.150 -2.826 0.586
H -1.302 -4.354 -0.667
H -0.551 -3.978 -2.168
Se 4.642 3.438 -6.946
N 4.789 2.106 -5.760
C 3.779 2.207 -4.945
C 3.543 1.287 -3.836
C 4.387 0.213 -3.559
C 4.093 -0.609 -2.496
C 2.950 -0.341 -1.744
N 2.139 0.666 -2.013
C 2.421 1.479 -3.030
C 1.494 2.606 -3.271
N 0.471 2.732 -2.432
C -0.386 3.724 -2.595
C -0.252 4.666 -3.614
C 0.804 4.549 -4.489
C 1.706 3.500 -4.323
C 2.860 3.303 -5.193
N 3.140 4.071 -6.206
H 5.255 0.047 -4.184
H 4.719 -1.453 -2.243
H 2.669 -0.958 -0.896
H -1.209 3.755 -1.892
H -0.977 5.463 -3.708
H 0.951 5.250 -5.301
C -2.214 0.423 4.414
C -1.310 -0.774 4.417
C -1.632 -1.894 3.650
C -0.814 -3.005 3.631
C 0.351 -3.014 4.390
C 0.693 -1.916 5.158
C -0.137 -0.802 5.164
S 1.379 -4.457 4.341
O 0.511 -5.590 4.496
O 2.476 -4.241 5.243
N 1.972 -4.541 2.838
C 3.015 -3.619 2.373
C 2.513 -2.234 1.999
C 1.209 -2.203 1.195
O 0.729 -3.294 0.792
O 0.733 -1.052 1.037
H -3.254 0.126 4.560
H -2.155 0.950 3.456
H -1.947 1.119 5.210
H -2.541 -1.886 3.060
H -1.076 -3.870 3.034
H 1.603 -1.940 5.743
H 0.130 0.061 5.763
H 1.245 -4.627 2.128
H 3.454 -4.107 1.502
H 3.788 -3.559 3.138
H 3.282 -1.734 1.400
H 2.362 -1.595 2.869
*
```

The highest occupied orbital energy is -4.441 eV. The calculation puts the maximum force at 0.42 eV/A. Its LUMO energy is 0.03927 Eh.

***

The following is a quantum chemistry calculation of a structure of composition C31H30MoN9O6SSi, from the OMol25 dataset.

```
! wB97M-V def2-TZVPD RIJCOSX def2/J DEFGRID3
* xyz 1 3
Mo -0.681 -0.865 0.314
C -3.571 -2.400 -1.690
C -3.717 -2.147 -0.223
C -4.862 -2.481 0.477
C -4.906 -2.276 1.854
C -3.822 -1.758 2.538
C -2.693 -1.451 1.788
N -2.681 -1.621 0.445
N -1.468 -0.942 2.161
Si -0.961 -0.640 3.840
C -2.083 0.620 4.620
C -1.046 -2.279 4.712
C 0.781 -0.010 3.749
H -4.501 -2.185 -2.214
H -3.328 -3.452 -1.855
H -2.771 -1.804 -2.124
H -5.707 -2.901 -0.050
H -5.805 -2.531 2.400
H -3.841 -1.601 3.606
H -2.974 0.171 5.062
H -2.401 1.382 3.906
H -1.544 1.127 5.424
H -2.067 -2.565 4.970
H -0.464 -2.272 5.636
H -0.640 -3.047 4.054
H 0.815 0.999 3.334
H 1.410 -0.664 3.143
H 1.213 0.035 4.751
C 2.622 -3.110 3.224
C 2.625 -3.170 1.728
C 3.768 -3.531 1.025
C 3.687 -3.571 -0.352
N 2.564 -3.280 -1.009
C 1.537 -2.940 -0.250
S 0.028 -2.572 -1.121
N 1.493 -2.869 1.078
H 3.307 -3.850 3.636
H 1.624 -3.296 3.607
H 2.950 -2.129 3.572
H 4.682 -3.785 1.542
H 4.542 -3.844 -0.959
N -0.061 1.925 -10.065
C -0.292 1.761 -8.953
C -0.582 1.553 -7.556
C -1.203 2.558 -6.821
C -1.477 2.361 -5.479
C -1.138 1.154 -4.889
C -0.527 0.142 -5.613
C -0.241 0.348 -6.950
N -1.426 0.954 -3.499
C -2.525 1.430 -2.809
C -2.406 0.976 -1.540
N -1.245 0.230 -1.444
C -0.688 0.234 -2.642
H -1.459 3.494 -7.296
H -1.926 3.155 -4.899
H -0.296 -0.810 -5.154
H 0.234 -0.431 -7.531
H -3.288 2.022 -3.279
H -3.047 1.143 -0.692
H 0.248 -0.236 -2.891
O -0.278 1.258 0.838
C 0.957 1.051 0.689
O 1.322 -0.127 0.368
C 1.961 2.115 0.891
C 1.563 3.444 0.939
C 2.533 4.406 1.133
C 3.871 4.101 1.296
C 4.218 2.766 1.247
C 3.296 1.761 1.041
N 5.642 2.393 1.421
O 6.441 3.296 1.509
O 5.898 1.209 1.460
N 2.122 5.829 1.173
O 2.969 6.641 1.461
O 0.966 6.072 0.900
H 0.526 3.725 0.831
H 4.611 4.872 1.454
H 3.612 0.729 1.000
*
```

The highest occupied orbital energy (spin up / spin down) is -11.328 / -11.398 eV. The calculation puts the maximum force at 0.68 eV/A. Its LUMO energy (spin up / spin down) is -0.13883 / -0.14058 Eh.